Entry 1:
The following is a quantum chemistry calculation of a 10-piece molecular cluster, C16H52N8O16 overall at a distorted geometry, from OMol25.

XYZ file:
```
92
Properties=species:S:1:pos:R:3:forces:R:3
O 14.2139 10.7877 10.2847 0.5267 -0.0971 -0.3903
O 8.8889 14.5998 9.0188 1.5215 1.2544 0.2213
O 10.9540 16.2715 13.6628 -0.3743 -0.8658 0.3520
O 6.3208 6.8844 15.4935 -1.0421 -0.6032 0.3380
O 15.3595 11.7192 12.8642 -0.4228 1.2944 -0.2119
O 11.8917 13.5667 8.3763 1.0054 -0.4735 -1.1383
O 13.8249 16.3177 14.3442 1.7791 0.9578 0.5598
O 9.2456 15.4122 11.6239 -0.9725 -0.3045 -1.7256
O 9.8520 9.6088 13.0463 -0.4502 -0.4993 -0.1789
O 10.4359 13.6502 14.8961 -1.4948 -0.4022 -0.2434
O 13.5298 18.9920 13.2484 0.6135 -0.2489 2.0608
O 11.1543 13.6150 11.5434 -0.3106 -0.1376 -0.0407
O 9.5311 7.2437 15.0487 0.2014 -0.8272 0.8770
O 13.6677 10.8545 14.9405 1.8752 1.1016 -1.0056
O 10.8021 11.0257 8.5762 -0.6591 -0.2142 -1.0569
O 9.0095 12.0309 10.4943 0.8073 -0.6542 0.2945
N 13.2257 13.4232 10.7784 1.1683 0.5793 -1.6216
N 12.9349 8.7203 15.1719 0.1420 0.2439 -0.4187
N 9.7933 9.2363 10.7204 -0.5304 0.4255 2.2757
N 11.5726 10.2335 11.7388 2.0856 0.4098 1.2912
N 12.8138 13.2387 13.0838 -1.4182 0.7801 -1.8290
N 11.5256 10.4833 15.1156 -2.9943 2.9384 -0.2276
N 9.0665 12.8186 13.2406 -0.2463 0.9803 1.4535
N 8.6747 12.3354 15.5034 1.9351 0.7634 -0.3066
C 7.8374 12.7940 10.2972 0.0908 -0.5777 -0.5167
C 9.8629 17.0567 13.2361 -1.4938 -0.2627 0.7185
C 12.1451 12.5564 7.3714 0.2641 -0.3710 0.1524
C 12.7474 10.0757 15.0088 1.0505 -3.1556 1.9954
C 9.4067 12.9884 14.5738 2.1457 -0.1244 -0.8862
C 12.3576 13.4178 11.7841 -0.9743 0.4161 3.1457
C 14.3547 16.6491 13.0871 0.3381 0.5548 -0.7487
C 10.9145 11.6262 7.3088 2.3267 0.8014 -1.9508
C 15.6433 10.5244 12.2355 0.3368 -0.6280 -1.5825
C 10.3825 9.6634 11.9364 -1.1407 -0.2811 -0.9094
C 7.1648 7.7022 14.7700 1.4785 1.2112 -0.8409
C 8.7341 16.1691 12.6529 2.0549 0.1361 1.7538
C 7.9578 13.6051 9.0083 -1.9591 -1.1184 0.2112
C 15.5738 10.7450 10.6953 -1.1730 -3.5924 1.9966
C 13.7659 17.8980 12.4146 -1.1850 -0.7705 -1.1181
C 8.4670 8.0098 15.5596 -0.2647 0.5038 1.2412
H 12.1741 10.3504 12.5850 -0.7720 -0.0463 -1.3782
H 13.7023 12.7818 13.1885 0.2544 -0.0017 0.4395
H 6.5715 8.5740 14.4647 0.2448 0.0345 0.4069
H 8.8819 11.9213 12.8264 -0.2378 -0.4345 0.4190
H 13.8247 11.6159 10.5853 0.0311 0.4949 -0.0539
H 10.1234 12.3065 6.8225 0.1607 -1.3197 1.4528
H 10.2775 9.7859 10.0251 -0.8286 -0.3316 -0.8711
H 8.7677 9.4058 10.8138 1.3224 -0.2210 -0.6173
H 14.0652 13.9623 10.9516 0.1773 -0.4040 0.1036
H 7.6095 13.3847 11.2087 -0.0069 -0.0841 -0.6938
H 8.2800 7.7628 16.6327 0.1132 -0.4310 -0.7371
H 10.2266 17.7818 12.5223 0.0825 0.1685 -0.1748
H 12.7893 17.6187 11.9772 0.3290 0.1190 -0.2401
H 8.8507 9.0385 15.6808 -0.8382 0.1526 -0.7283
H 9.7855 12.5342 10.8014 -0.2232 0.4671 -0.0409
H 9.6281 13.4067 12.6393 0.1508 -0.3298 0.1528
H 16.2225 11.4681 10.3188 0.7099 1.8621 -0.4533
H 13.0723 12.0094 7.6761 -0.8825 0.3157 0.0679
H 12.1469 13.5038 13.8328 0.6917 -0.6748 -0.5954
H 8.9163 15.0836 9.8817 -0.0907 -0.4999 -0.4609
H 9.1029 12.1875 16.4044 -0.5720 0.1613 -0.0091
H 6.9369 13.9757 8.8626 -0.1654 0.3727 -0.2931
H 14.9559 9.6819 12.5095 0.2516 0.7399 -0.2263
H 10.6150 10.0775 15.2633 0.6099 -0.7061 -0.4120
H 16.6475 10.2254 12.5242 0.3903 -0.3157 -0.1479
H 7.9578 16.7948 12.2916 -0.9541 0.3916 -0.2905
H 12.9860 15.8855 14.3215 -0.9903 -0.1736 -0.6879
H 13.8967 8.5186 15.4117 -0.4564 -0.5111 0.1444
H 10.9756 13.8194 8.3155 -0.8417 0.5307 0.1178
H 14.3336 15.7903 12.4064 -0.2676 0.1318 -0.1355
H 12.0381 10.1763 10.8404 0.1330 -0.0603 0.2719
H 7.7835 12.0973 15.2123 -1.8523 -1.0035 0.0917
H 12.3616 12.9309 6.3469 -0.2764 0.4157 0.6026
H 11.1899 10.8757 6.5213 -0.6034 0.2440 0.7928
H 13.7033 18.6636 14.1666 -0.4062 0.5399 -0.9147
H 10.0824 15.0000 11.8317 0.9077 -0.0955 0.1918
H 15.4089 16.9421 13.1163 0.1712 -0.5910 1.1416
H 10.1651 11.5450 9.0574 -0.7671 0.3605 0.8433
H 8.1447 12.9357 8.1341 0.0754 0.2740 0.7055
H 15.2440 11.5221 13.7807 -0.3743 -0.1086 1.3052
H 15.9831 9.7889 10.3324 -0.2505 0.2007 -0.3569
H 7.5611 7.2882 13.8198 -0.4970 -0.2264 0.3625
H 12.7500 13.6958 9.8913 0.3832 -0.4799 0.4459
H 9.3641 17.5552 14.0899 0.5263 0.2646 -0.1819
H 7.0569 12.0157 10.1326 0.1981 0.7083 0.2136
H 14.4656 18.2368 11.6267 -0.3573 -0.4186 0.0733
H 6.6682 5.9958 15.5827 0.2489 -0.0886 -0.0893
H 8.4066 15.5105 13.4939 -0.2716 0.3872 -0.4725
H 10.5810 15.5239 14.1914 0.4888 0.4202 -0.2728
H 11.5086 11.4438 14.8092 -0.6099 0.3184 0.2799
H 12.1411 8.1962 15.5338 0.7345 -0.1278 -0.0481
H 9.9939 7.8083 14.4472 0.3661 0.4668 -1.0332
```
Positions in Å, forces in eV/Å.

Output
2S+1 = 1
Total charge = 0
E_tot = -2282.7829 a.u.
SMILES = NC(N)=O.NC(N)=O.NC(N)=O.NC(N)=O.OCCO.OCCO.OCCO.OCCO.OCCO.OCCO
Energy above the lowest of the compared OMol25 structures with the same formula, charge and spin = 39.22 kJ/mol

Entry 2:
The following is a quantum chemistry calculation of C16H52O14S2 as an isolated structure at a distorted geometry, from OMol25.

XYZ file:
```
84
Properties=species:S:1:pos:R:3:forces:R:3
S 2.0334 -4.5250 0.6080 -0.7931 0.4835 -2.5035
S -1.1206 -4.0101 -1.7196 -0.3938 -0.2010 -0.2266
O -0.1493 4.1575 3.2341 -0.2306 0.0324 0.0862
O 0.4743 -4.8278 0.2851 0.5935 -0.2438 0.2091
O 2.3340 -5.1133 1.8351 0.3581 -1.0791 2.6892
O -3.2204 -0.4890 -2.2468 0.1229 0.1220 0.0248
O 2.7334 4.2898 -0.0860 -0.1136 0.0092 -0.2222
O -2.9237 0.9739 1.2415 -0.1329 -0.1308 -0.1668
O -8.2928 -2.8867 -2.0885 -0.1298 0.1144 0.2109
O -5.8470 -2.7263 -3.6904 0.0128 0.2846 -0.1607
O -0.7113 -0.9054 3.7994 -0.0820 0.3857 -0.1580
O 1.8087 -2.8618 0.9135 -1.3711 -1.4970 0.6252
O 6.3821 -1.8866 1.2552 0.0959 0.2818 -0.0302
O 5.9179 0.3760 -1.5469 -0.2602 -0.0073 0.2348
O 1.0007 1.3519 5.8794 0.1250 0.2625 0.1736
O 3.7307 2.4565 -4.2044 0.1107 -0.2609 0.0855
C 0.1884 -0.3225 2.8492 0.1021 -0.3021 0.3198
C -3.2495 0.9252 -2.0408 -0.2464 -0.2467 -0.1864
C 6.4515 -0.7410 2.0985 -0.0191 -0.3460 0.0145
C 3.6449 5.1101 -0.8153 -0.0761 -0.1217 0.3909
C 5.4263 1.6414 -1.1059 0.2318 -0.0016 -0.3044
C 0.2545 -5.0045 -1.1259 -0.8254 1.0281 0.6033
C 3.5670 -1.6268 -0.2123 1.8723 1.2640 -1.3838
C -8.1987 -1.8832 -1.0883 0.1270 -0.1395 -0.3101
C -0.9252 -2.5040 -0.7522 -0.0791 -0.4318 0.1541
C -1.5033 -2.6121 0.6239 0.1197 0.3520 -0.3995
C 2.6968 -2.2821 0.1946 -1.4342 -0.0230 1.4143
C -5.1776 -2.4160 -4.9172 0.1226 -0.1727 0.2774
C -4.2523 0.4964 1.4442 0.1926 0.1550 0.1306
C -1.2215 4.6034 2.4122 0.2555 -0.0258 -0.1555
C 0.5843 2.6980 6.1262 -0.0196 -0.2617 -0.1386
C 3.8975 1.2200 -4.9009 -0.0609 0.2974 -0.0170
H -8.9607 -2.0833 -0.3400 -0.0366 -0.0244 0.0270
H 3.5364 6.1580 -0.5250 0.0792 0.0392 -0.0976
H -1.3846 3.9149 1.5777 -0.0610 0.0675 -0.0380
H 4.5174 1.4766 -0.5338 -0.0310 -0.0581 -0.0040
H -0.3906 0.2757 2.1518 -0.1363 -0.0253 0.0112
H -4.0556 1.1872 -1.3539 0.0630 0.1602 0.0358
H 0.7170 -1.1066 2.3017 0.0377 0.1602 -0.0598
H 6.1670 2.1417 -0.4740 -0.0838 0.0543 0.0517
H 6.3418 0.1372 1.4694 -0.0143 0.0157 -0.0916
H -8.3731 -0.8890 -1.5122 0.0071 0.0403 0.1073
H 0.6464 4.1226 2.7008 0.0742 -0.0248 -0.1230
H 1.1186 -4.7334 -1.6728 1.1029 0.2364 -0.4718
H -4.4414 -0.2765 0.7040 0.0528 -0.0301 -0.0444
H 4.7369 1.2769 -5.5991 -0.0038 -0.0860 -0.0094
H -5.8008 -1.7334 -5.4858 -0.1119 0.0210 0.0615
H -4.9812 1.3020 1.3140 -0.0566 -0.0626 -0.0086
H -1.0226 5.6047 2.0191 -0.1108 -0.0428 -0.0233
H -2.7572 1.6533 1.8961 0.0898 0.0908 0.1547
H 1.2793 3.1440 6.8339 0.0408 -0.1107 0.0457
H 3.4167 5.0037 -1.8714 -0.0451 -0.0650 -0.0126
H 6.4772 -2.6616 1.8099 -0.0238 -0.1669 0.0515
H -2.1201 4.6374 3.0225 0.0240 -0.0046 0.0932
H 5.6464 -0.7520 2.8387 0.0179 0.0978 0.0118
H -4.2172 -1.9376 -4.7092 0.0249 0.0048 -0.1469
H 2.9340 4.3785 0.8470 0.1034 0.0059 0.0938
H -1.0229 -3.3442 1.2170 0.3103 -0.6239 0.6832
H -1.4984 -1.7568 -1.2459 -0.3569 0.5527 -0.8865
H -2.5341 -2.8274 0.5117 -1.1519 -0.4557 0.1459
H 0.9098 0.3197 3.3620 0.1186 0.0319 -0.1933
H -0.4206 2.7164 6.5567 0.0106 0.0899 0.0425
H -7.2159 -1.9025 -0.6050 -0.0428 0.0819 0.0663
H 0.5878 3.2829 5.2073 -0.0501 0.0545 0.0696
H -3.3924 1.4510 -2.9893 0.0317 0.0516 0.0401
H -5.0131 -3.3216 -5.5029 0.0202 0.0419 -0.0724
H 0.3789 0.9730 5.2552 -0.1850 -0.1143 -0.0661
H 4.1023 0.4508 -4.1624 0.0087 0.0095 0.0801
H -0.1902 -1.4315 4.4083 0.0527 -0.1512 0.0664
H -5.2884 -3.3300 -3.1954 0.0107 -0.1255 0.0975
H 0.0900 -2.1824 -0.7378 0.8663 0.1588 -0.1505
H -2.3015 1.2204 -1.6057 0.0474 -0.0467 0.0697
H -4.0635 -0.7450 -2.6274 -0.1318 -0.0846 -0.0062
H -7.6144 -2.7032 -2.7473 0.1139 -0.0889 -0.1299
H 7.4153 -0.6919 2.6134 -0.0196 0.0968 0.0253
H 5.1969 2.2653 -1.9724 -0.1409 0.1443 0.1309
H -1.4450 -1.6514 1.0804 0.1190 0.7668 0.6117
H -4.3635 0.0667 2.4426 -0.0597 -0.0456 -0.0336
H 0.0333 -6.0239 -1.2740 -0.3676 -1.1922 -0.3945
H 4.6710 4.7828 -0.6345 0.0832 0.0982 -0.1206
H 3.5498 3.1358 -4.8547 -0.0473 0.1357 -0.0872
H 2.9892 0.9566 -5.4480 0.0275 -0.0810 -0.0070
H 6.7038 0.5458 -2.0661 0.1671 -0.1113 -0.1068
H 4.3727 -1.1720 -0.6538 1.3880 0.9333 -0.7702
```
Positions in Å, forces in eV/Å.

Output
2S+1 = 1
Total charge = 0
E_tot = -2490.1886 a.u.

| no. | frontier orbital gap (hartree) |
| --- | --- |
| 1 | 0.3724 |
| 2 | 0.3318 |